C36H59N7O4S4 | ωB97M-V/def2-TZVPD

LUMO energy (alpha / beta) = -2.77 / -6.93 eV
Net charge = +1
Spin multiplicity = 2
HOMO energy (alpha / beta) = -0.3415 / -0.3415 Eh

Last column: Löwdin spin population.
Positions of all 110 atoms, in Å:
1 C -9.680 -25.296 -25.915  0.00
2 S -11.479 -24.910 -25.627  0.00
3 O -11.467 -23.852 -24.512  0.00
4 C -11.933 -26.379 -24.615  0.00
5 H -9.660 -26.384 -25.855  0.00
6 H -9.000 -24.875 -25.174  0.00
7 H -9.297 -24.997 -26.890  0.00
8 H -12.154 -27.232 -25.256  0.00
9 H -12.835 -26.149 -24.048  0.00
10 H -11.176 -26.655 -23.881  0.00
11 C -12.628 -16.064 -20.926  0.00
12 S -11.522 -16.764 -19.582  0.00
13 O -11.247 -18.261 -19.740  0.00
14 C -9.949 -16.036 -20.237  0.00
15 H -13.668 -16.386 -20.978  0.00
16 H -12.211 -16.300 -21.905  0.00
17 H -12.627 -14.997 -20.702  0.00
18 H -9.805 -14.997 -19.943  0.00
19 H -9.924 -15.965 -21.324  0.00
20 H -9.166 -16.692 -19.855  0.00
21 C -8.402 -21.603 -18.879  0.00
22 S -6.818 -20.879 -19.512  0.00
23 O -5.640 -21.492 -18.802  0.00
24 C -6.912 -21.658 -21.193  0.00
25 H -8.319 -21.602 -17.793  0.00
26 H -8.579 -22.599 -19.287  0.00
27 H -9.250 -21.114 -19.359  0.00
28 H -7.868 -21.561 -21.709  0.00
29 H -6.625 -22.708 -21.132  0.00
30 H -6.280 -21.158 -21.927  0.00
31 C -7.300 -22.281 -26.195  0.00
32 S -7.042 -21.158 -27.656  0.00
33 O -5.819 -20.312 -27.290  0.00
34 C -6.560 -22.448 -28.880  0.00
35 H -8.081 -23.040 -26.221  0.00
36 H -7.499 -21.691 -25.301  0.00
37 H -6.333 -22.779 -26.123  0.00
38 H -7.378 -23.077 -29.231  0.00
39 H -5.764 -23.032 -28.419  0.00
40 H -6.239 -21.948 -29.794  0.00
41 N -10.507 -23.794 -20.688  0.00
42 C -10.009 -24.653 -19.738  0.00
43 C -8.770 -25.113 -20.236  0.00
44 C -8.511 -24.559 -21.435  0.00
45 C -9.582 -23.762 -21.713  0.00
46 H -11.378 -23.288 -20.619  0.00
47 H -10.648 -24.848 -18.889  0.00
48 H -8.044 -25.733 -19.731  0.00
49 H -7.767 -24.789 -22.184  0.00
50 H -9.672 -23.156 -22.602  0.00
51 N -12.364 -18.542 -23.500  0.00
52 C -13.672 -18.463 -23.087  0.00
53 C -14.300 -17.645 -24.095  0.00
54 C -13.282 -17.289 -24.955  0.00
55 C -12.138 -17.816 -24.600  0.00
56 H -11.644 -19.067 -23.024  0.00
57 H -13.956 -18.906 -22.143  0.00
58 H -15.324 -17.305 -24.057  0.00
59 H -13.410 -16.586 -25.765  0.00
60 H -11.136 -17.794 -25.003  0.00
61 N -13.899 -20.496 -25.550  0.00
62 C -13.177 -21.431 -26.245  0.04
63 C -14.024 -22.490 -26.660  0.02
64 C -15.296 -22.120 -26.247  0.02
65 C -15.198 -20.948 -25.602  0.04
66 H -13.501 -19.665 -25.137  0.00
67 H -12.116 -21.258 -26.354  0.00
68 H -13.864 -23.412 -27.200  0.00
69 H -16.269 -22.549 -26.436  0.00
70 H -15.853 -20.190 -25.200  0.00
71 N -9.812 -19.505 -21.904  0.00
72 C -10.515 -20.568 -22.372  0.00
73 C -10.098 -20.789 -23.629  0.00
74 C -9.106 -19.796 -24.011  0.00
75 C -8.954 -19.018 -22.914  0.00
76 H -9.914 -19.019 -21.024  0.00
77 H -11.246 -21.059 -21.747  0.00
78 H -10.521 -21.517 -24.306  0.00
79 H -8.670 -19.576 -24.975  0.00
80 H -8.258 -18.210 -22.747  0.00
81 N -5.507 -18.768 -25.219  0.00
82 C -6.033 -17.557 -24.871  0.00
83 C -5.731 -17.272 -23.542  0.00
84 C -4.879 -18.323 -23.159  0.00
85 C -4.809 -19.253 -24.187  0.00
86 H -5.618 -19.318 -26.059  0.00
87 H -6.374 -16.971 -25.711  0.00
88 H -5.955 -16.384 -22.969  0.00
89 H -4.276 -18.544 -22.290  0.00
90 H -4.258 -20.179 -24.263  0.00
91 N -13.622 -22.968 -22.414  0.02
92 C -13.785 -23.754 -21.259  0.34
93 C -14.629 -23.014 -20.386  0.09
94 C -15.040 -21.849 -20.957  0.11
95 C -14.339 -21.825 -22.186  0.28
96 H -12.873 -23.107 -23.078  0.00
97 H -13.203 -24.649 -21.094  0.01
98 H -14.896 -23.296 -19.378  0.00
99 H -15.662 -21.097 -20.495  0.00
100 H -14.108 -21.057 -22.909  0.01
101 N -10.278 -13.815 -23.483  0.00
102 C -8.936 -13.597 -23.488  0.00
103 C -8.231 -14.709 -23.912  0.00
104 C -9.125 -15.651 -24.259  0.00
105 C -10.392 -15.075 -24.049  0.00
106 H -11.020 -13.162 -23.274  0.00
107 H -8.472 -12.661 -23.216  0.00
108 H -7.192 -14.911 -24.126  0.00
109 H -8.840 -16.587 -24.716  0.00
110 H -11.333 -15.552 -24.284  0.00

=====

C52H53CsF2N6OP3SSi | ωB97M-V/def2-TZVPD

LUMO energy = 1.91 eV
Net charge = -1
HOMO energy = -0.1222 Eh
Energy relative to the best compared isomer or geometry (same formula, charge and spin) = 17.9 kcal/mol

Last column: Löwdin charge in e.
Positions of all 120 atoms, in Å:
1 Cs 0.055 -0.883 1.304  0.96
2 C 0.431 2.143 7.066  -0.04
3 N 0.279 1.991 5.637  -0.13
4 C 0.921 2.724 4.676  -0.05
5 C 0.448 2.275 3.474  -0.14
6 N -0.466 1.288 3.681  0.04
7 C -0.550 1.124 4.984  -0.51
8 P -1.740 0.019 5.819  1.15
9 C -1.156 -1.570 5.139  -0.48
10 N -1.758 -2.392 4.310  0.07
11 C -0.945 -3.480 4.199  -0.16
12 C 0.164 -3.319 4.984  -0.09
13 N 0.015 -2.113 5.599  -0.12
14 C 0.935 -1.513 6.537  -0.04
15 C -3.189 0.365 4.774  -0.49
16 N -4.032 -0.537 4.325  0.07
17 C -5.027 0.155 3.703  -0.15
18 C -4.801 1.497 3.803  -0.09
19 N -3.638 1.632 4.512  -0.12
20 C -3.036 2.885 4.902  -0.03
21 H 1.073 2.999 7.261  0.09
22 H -0.538 2.311 7.538  0.08
23 H 0.882 1.257 7.511  0.07
24 H 1.643 3.479 4.933  0.11
25 H 0.691 2.600 2.477  0.08
26 H -1.207 -4.309 3.562  0.10
27 H 1.031 -3.933 5.153  0.11
28 H 1.508 -2.295 7.031  0.10
29 H 1.626 -0.843 6.022  0.07
30 H 0.362 -0.960 7.284  0.06
31 H -5.840 -0.353 3.211  0.09
32 H -5.343 2.352 3.438  0.11
33 H -3.812 3.644 4.991  0.09
34 H -2.540 2.767 5.866  0.07
35 H -2.300 3.215 4.166  0.09
36 C -3.218 1.041 0.383  -0.26
37 Si -1.703 1.121 -0.809  0.49
38 C -2.515 0.295 -2.362  -0.31
39 C -3.774 0.596 -2.878  -0.10
40 C -4.364 -0.199 -3.851  -0.10
41 C -3.710 -1.335 -4.309  -0.10
42 C -2.436 -1.631 -3.849  -0.12
43 C -1.826 -0.800 -2.907  -0.41
44 P -0.093 -1.113 -2.378  0.96
45 C 0.779 -1.077 -4.011  -0.37
46 C 0.210 -0.635 -5.202  -0.09
47 C 0.966 -0.532 -6.360  -0.09
48 C 2.318 -0.834 -6.349  -0.10
49 C 2.906 -1.259 -5.169  -0.09
50 C 2.142 -1.389 -4.022  -0.14
51 C -0.259 -2.972 -2.269  -0.36
52 C -1.229 -3.463 -1.393  -0.12
53 C -1.310 -4.812 -1.096  -0.09
54 C -0.427 -5.712 -1.675  -0.11
55 C 0.508 -5.250 -2.585  -0.11
56 C 0.593 -3.894 -2.874  -0.10
57 C -1.745 2.958 -1.403  -0.30
58 C -2.544 4.055 -1.099  -0.10
59 C -2.236 5.314 -1.604  -0.11
60 C -1.120 5.492 -2.410  -0.10
61 C -0.306 4.410 -2.728  -0.09
62 C -0.618 3.157 -2.215  -0.38
63 P 0.278 1.563 -2.403  0.95
64 C 1.312 2.148 -3.865  -0.32
65 C 0.554 2.535 -4.980  -0.14
66 C 1.151 3.017 -6.130  -0.10
67 C 2.535 3.074 -6.218  -0.11
68 C 3.302 2.654 -5.144  -0.10
69 C 2.697 2.199 -3.977  -0.08
70 C 1.566 1.706 -1.121  -0.38
71 C 2.550 0.714 -1.052  -0.14
72 C 3.541 0.765 -0.080  -0.08
73 C 3.574 1.816 0.823  -0.08
74 C 2.605 2.808 0.758  -0.10
75 C 1.597 2.746 -0.193  -0.09
76 H -4.124 1.449 -0.074  0.01
77 H -3.011 1.615 1.291  0.00
78 H -3.432 0.014 0.689  0.01
79 H -4.301 1.471 -2.509  0.10
80 H -5.346 0.047 -4.239  0.09
81 H -4.187 -1.986 -5.032  0.09
82 H -1.914 -2.506 -4.218  0.11
83 H -0.834 -0.358 -5.223  0.10
84 H 0.501 -0.187 -7.275  0.10
85 H 2.910 -0.726 -7.249  0.10
86 H 3.967 -1.478 -5.137  0.10
87 H 2.617 -1.745 -3.114  0.09
88 H -1.939 -2.770 -0.950  0.11
89 H -2.061 -5.170 -0.402  0.10
90 H -0.474 -6.766 -1.428  0.09
91 H 1.184 -5.948 -3.067  0.10
92 H 1.322 -3.566 -3.601  0.09
93 H -3.422 3.926 -0.473  0.09
94 H -2.866 6.164 -1.365  0.09
95 H -0.880 6.474 -2.801  0.09
96 H 0.570 4.559 -3.345  0.10
97 H -0.528 2.470 -4.912  0.11
98 H 0.538 3.351 -6.959  0.10
99 H 3.011 3.442 -7.119  0.09
100 H 4.383 2.697 -5.206  0.10
101 H 3.321 1.904 -3.143  0.09
102 H 2.526 -0.093 -1.766  0.06
103 H 4.292 -0.013 -0.027  0.11
104 H 4.363 1.864 1.563  0.10
105 H 2.643 3.643 1.448  0.10
106 H 0.832 3.511 -0.225  0.11
107 C 2.208 -4.795 2.003  -0.23
108 S 2.276 -3.212 1.117  0.76
109 C 3.103 -3.927 -0.356  -0.22
110 O 0.872 -3.024 0.663  -0.96
111 H 3.214 -5.131 2.247  0.06
112 H 1.689 -5.508 1.364  0.06
113 H 1.634 -4.601 2.906  0.02
114 H 4.040 -4.394 -0.057  0.05
115 H 3.302 -3.091 -1.027  0.03
116 H 2.426 -4.626 -0.841  0.03
117 F 2.668 -0.585 4.159  -0.22
118 C 2.954 -1.912 3.627  -0.31
119 F 4.025 -1.619 2.716  -0.23
120 H 3.526 -2.361 4.477  0.02

=====

H80O40 | ωB97M-V/def2-TZVPD

LUMO energy = -0.50 eV
Net charge = 0
HOMO energy = -0.3692 Eh
Energy relative to the best compared isomer or geometry (same formula, charge and spin) = 238.8 kcal/mol

Last column: Löwdin charge in e.
Positions of all 120 atoms, in Å:
1 H -4.230 3.272 2.377  0.05
2 H -3.179 3.171 3.454  -0.03
3 O -3.899 3.696 3.173  -0.02
4 H 1.874 -2.293 -1.775  0.04
5 H 3.208 -2.548 -2.224  0.04
6 O 2.549 -3.033 -1.673  -0.08
7 H 0.149 -1.672 1.729  0.08
8 H 0.309 -1.213 3.146  -0.01
9 O -0.280 -1.089 2.391  -0.06
10 H 4.513 3.335 -1.552  0.05
11 H 3.794 2.072 -0.961  0.05
12 O 3.928 3.048 -0.839  -0.06
13 H 1.858 5.731 2.068  0.04
14 H 0.432 5.067 2.259  -0.04
15 O 1.174 5.465 2.688  -0.05
16 H -1.864 3.493 0.962  0.07
17 O -2.244 2.503 1.128  -0.12
18 H 3.999 -0.945 -4.798  0.04
19 O 4.132 -0.339 -5.541  -0.05
20 H -2.478 -2.409 -1.498  0.01
21 H -1.480 -3.076 -0.521  0.09
22 O -2.381 -3.197 -0.972  -0.09
23 H -2.922 1.068 -5.542  0.01
24 H -2.265 -0.186 -5.663  0.00
25 O -2.321 0.633 -6.138  -0.04
26 H 0.316 1.939 -2.936  0.03
27 H 1.593 1.181 -2.262  0.02
28 O 1.240 1.652 -2.998  -0.06
29 H 0.837 1.760 6.447  0.05
30 H 1.893 0.524 6.295  0.02
31 O 1.828 1.493 6.336  -0.14
32 H -5.616 -2.552 -0.879  0.02
33 O -5.613 -1.975 -0.111  -0.08
34 H 2.206 -0.186 -3.952  0.00
35 H 1.319 -0.492 -2.806  0.06
36 O 2.196 -0.762 -3.196  -0.11
37 H -2.803 -2.236 0.466  0.03
38 H -2.615 -0.950 1.541  0.03
39 O -2.270 -1.503 0.863  -0.10
40 H -1.030 1.015 4.976  0.02
41 H -0.965 0.029 5.978  0.08
42 O -0.329 0.720 5.655  -0.13
43 H 1.879 0.704 3.374  0.05
44 H 0.913 0.532 4.499  0.05
45 O 1.781 0.066 4.133  -0.12
46 H 0.422 0.452 -6.240  0.03
47 H 1.289 1.462 -5.725  0.06
48 O 1.335 0.517 -5.982  -0.04
49 H 2.579 -1.305 -0.050  0.02
50 H 3.564 -0.220 -0.010  0.02
51 O 2.582 -0.306 -0.004  -0.10
52 H 0.936 2.352 2.603  0.04
53 O 0.325 2.815 2.025  -0.06
54 H 4.862 2.252 -4.539  0.06
55 H 4.368 0.852 -4.144  -0.03
56 O 4.607 1.713 -3.784  -0.06
57 H 0.541 -2.335 -3.845  0.08
58 O -0.269 -1.773 -3.988  -0.06
59 H -3.039 0.431 -3.314  0.02
60 H -2.540 1.701 -2.941  0.04
61 O -2.158 0.877 -3.282  -0.10
62 H -1.620 4.692 2.708  0.07
63 H -2.238 5.567 1.461  0.09
64 O -1.588 4.912 1.754  -0.06
65 H -1.387 0.768 2.992  0.08
66 H -2.286 1.828 3.662  0.04
67 O -1.996 0.925 3.781  -0.02
68 H 5.744 -1.812 2.193  0.09
69 H 6.074 -2.047 0.760  0.03
70 O 5.718 -1.361 1.302  -0.05
71 H 0.404 3.792 5.839  0.02
72 H 0.487 3.886 4.232  0.05
73 O -0.117 3.785 5.046  -0.06
74 H 2.367 -5.127 -0.615  0.00
75 H 2.359 -4.519 0.773  0.01
76 O 2.570 -5.359 0.289  -0.08
77 H 1.855 3.438 -4.218  0.03
78 H 0.898 4.712 -4.557  0.03
79 O 0.992 3.775 -4.488  -0.04
80 H -0.854 -0.976 -0.574  0.04
81 H -1.295 -0.409 -2.045  0.01
82 O -1.041 -1.158 -1.504  -0.07
83 H -4.227 0.013 -1.253  0.08
84 H -4.782 -0.643 -2.404  0.06
85 O -4.302 0.177 -2.220  -0.04
86 H -4.072 -4.404 1.488  -0.01
87 H -3.804 -4.659 0.020  0.01
88 O -4.493 -4.444 0.644  -0.05
89 H 2.301 -2.457 2.281  0.02
90 O 2.911 -2.567 1.556  -0.06
91 H 5.298 -0.631 -2.233  0.07
92 H 4.055 0.246 -2.660  -0.01
93 O 4.374 -0.449 -2.077  -0.06
94 H 0.531 2.882 1.075  0.03
95 H -1.487 2.088 1.482  -0.06
96 H -0.459 -1.710 -4.924  0.03
97 H 3.284 0.091 -5.782  0.03
98 H -6.279 -2.519 0.403  0.07
99 H 3.593 -1.860 1.699  0.04
100 O -2.066 -5.343 1.331  -0.12
101 H -1.036 -5.210 1.611  0.13
102 H -2.511 -5.780 2.084  0.05
103 O -1.076 3.060 -1.912  -0.04
104 H -0.105 3.022 -1.807  0.00
105 H -1.197 3.767 -2.530  0.04
106 O 1.312 3.040 -0.570  -0.07
107 H 2.162 2.647 -0.322  0.03
108 H 1.473 3.988 -0.800  0.11
109 O 0.494 -3.084 4.468  -0.03
110 H -0.292 -3.583 4.236  0.03
111 H 0.353 -2.147 4.240  -0.01
112 O -2.130 -1.700 5.432  -0.04
113 H -2.785 -2.102 4.878  0.01
114 H -1.853 -0.929 4.907  -0.01
115 O -3.064 -3.670 -4.747  -0.05
116 H -3.527 -4.148 -4.059  0.03
117 H -2.362 -3.208 -4.291  -0.01
118 O -2.622 -2.910 2.867  -0.05
119 H -1.754 -2.568 2.681  0.00
120 H -3.444 -2.610 2.538  0.03